Entry 1:
Here is C7H15P in the gas phase in a non-equilibrium geometry from the Open Molecules 2025 dataset. Energies are from ωB97M-V/def2-TZVPD.

XYZ file:
```
23
Properties=species:S:1:pos:R:3:forces:R:3:lowdin_charge:R:1
C 1.164 -0.811 0.762 -1.2 1.5 -1.0 -0.3370
H 0.069 1.609 1.686 1.0 -0.4 -0.1 0.0775
H -0.174 -0.198 -2.067 -1.6 -1.8 -2.3 0.0094
H 1.219 1.948 0.120 -1.8 -0.1 1.7 0.1269
P -1.626 -0.557 0.197 0.3 -0.5 -1.9 0.8967
H 3.205 -1.298 1.011 -0.2 0.6 -0.9 0.0789
H -0.069 -2.323 1.816 0.8 1.1 0.1 0.0814
C 0.610 -1.432 2.013 -2.5 0.6 0.0 -0.1341
C 0.324 0.523 -1.567 2.9 -0.9 3.1 -0.1056
H -2.335 -0.094 -2.380 -0.5 0.8 3.3 0.0963
C 2.444 -0.785 0.392 -1.3 0.2 0.3 0.0349
H -3.658 0.182 -1.043 0.7 -0.1 -0.2 0.0109
H 1.390 0.364 -1.756 0.0 0.2 -0.3 0.0683
H 0.112 1.532 -1.763 -0.7 1.1 -0.5 0.0661
H 2.522 -0.122 -0.482 1.4 -0.7 0.4 0.0460
H 1.343 -1.732 2.714 1.0 -0.4 0.5 0.0500
C 0.228 1.545 0.599 0.2 1.5 -0.4 -0.1425
H -0.642 2.162 0.284 0.7 0.1 -0.4 0.0696
C 0.098 0.203 -0.057 0.4 -1.5 1.0 -0.6856
H -1.282 -1.683 -0.675 -0.2 0.3 1.0 -0.0242
H -2.344 1.359 -1.163 -0.2 -0.7 -0.2 0.0184
C -2.562 0.263 -1.218 -0.1 0.4 -2.1 -0.3920
H -0.037 -0.654 2.577 0.9 -1.2 -0.9 0.0897
```
Forces are in eV/Å.

ΔE to the lowest compared entry with this formula, charge and spin ... 1.273 eV
SMILES ... C=C(C)C(C)(C)PC
Net charge ... 0
HOMO level ... -8.960 eV
Frontier orbital gap ... 0.3609 Ha
LUMO energy ... 0.86 eV

Entry 2:
Here is C7H16 in the gas phase from the Open Molecules 2025 dataset. Energies are from ωB97M-V/def2-TZVPD.

XYZ file:
```
23
Properties=species:S:1:pos:R:3:forces:R:3:lowdin_charge:R:1
C -0.344 -0.613 1.834 0.0 0.0 0.0 -0.0740
H 2.407 -0.921 -1.352 0.0 0.1 0.1 0.0771
H -0.510 0.401 2.216 0.0 -0.1 -0.1 0.0779
H -1.872 -1.808 -0.868 0.0 0.1 0.0 0.0803
C 1.636 0.056 0.438 0.0 0.0 0.1 -0.2446
C -0.717 0.035 -0.631 0.1 0.0 0.0 -0.4105
H -1.298 -1.149 1.882 0.1 0.1 0.0 0.0705
H 1.873 0.741 -1.629 0.0 -0.1 0.1 0.0648
H 1.561 1.079 0.833 0.0 -0.1 -0.1 0.1068
H -2.661 -0.599 0.157 0.1 0.0 -0.1 0.0729
H -1.626 1.930 -1.196 0.1 -0.1 0.1 0.0787
C -2.040 -0.732 -0.736 0.0 0.0 0.0 -0.0843
C 0.239 -0.592 0.415 0.0 0.0 0.0 -0.3739
H 3.395 0.434 -0.793 -0.2 -0.1 0.0 0.0702
H -0.059 2.116 -0.405 -0.1 -0.1 0.0 0.0715
H 0.381 -1.641 0.106 0.0 0.1 0.0 0.1369
C 2.364 0.080 -0.907 0.0 0.0 -0.1 -0.1100
H 0.344 -1.112 2.528 -0.1 0.1 -0.1 0.0778
H -1.493 1.706 0.549 0.1 0.0 -0.1 0.0771
H 2.251 -0.494 1.163 -0.1 0.1 -0.1 0.1088
C -0.983 1.527 -0.405 0.0 0.1 0.0 -0.0727
H -2.628 -0.382 -1.593 0.1 0.0 0.1 0.0767
H -0.220 -0.063 -1.606 0.0 0.0 0.1 0.1220
```
Forces are in eV/Å.

ΔE to the lowest compared entry with this formula, charge and spin ... 0.000 eV
SMILES ... CC[C@@H](C)C(C)C
Net charge ... 0
HOMO level ... -10.739 eV
Frontier orbital gap ... 0.4372 Ha
LUMO energy ... 1.16 eV

Entry 3:
Here is C7H16AlFNO3 as an isolated structure from the Open Molecules 2025 dataset. Energies are from ωB97M-V/def2-TZVPD.

XYZ file:
```
29
Properties=species:S:1:pos:R:3:forces:R:3:lowdin_charge:R:1
H -3.751 1.792 -0.647 -0.1 0.2 -0.1 0.1162
H 2.196 2.204 0.572 -0.3 0.1 0.2 0.1002
H 3.909 1.394 1.841 0.2 0.1 0.2 0.0591
H -5.279 0.620 0.672 -0.3 -0.1 0.0 0.0631
N 0.936 -2.497 1.494 -0.2 0.1 -0.2 -0.1060
H -2.739 -0.718 -1.321 -0.1 -0.3 -0.1 0.0344
C -2.302 0.222 -0.998 0.3 0.1 0.1 -0.1842
C 4.025 1.059 0.817 -0.4 0.2 -0.2 -0.1083
C 2.084 0.556 -0.761 -0.4 0.2 0.2 -0.3686
H -0.384 0.140 1.356 0.1 -0.2 0.1 -0.0399
H 2.575 0.286 -1.703 0.2 -0.1 -0.1 0.1120
O 1.820 -3.004 2.095 0.1 -0.2 0.1 -0.0142
O 0.762 0.947 -1.000 -0.4 -0.7 -0.1 -0.2575
Al -0.451 -0.170 -0.218 0.0 0.8 0.2 0.2894
H -4.671 -0.719 -0.356 -0.3 -0.2 -0.1 0.0631
H 3.998 -0.026 0.837 0.0 -0.2 0.0 0.0582
C 0.002 -2.138 -0.651 0.0 0.5 0.2 -0.2057
H 0.514 -2.115 -1.608 0.1 -0.1 -0.3 0.0499
C -3.312 0.940 -0.130 -0.1 -0.5 0.0 -0.4624
H -2.155 0.790 -1.914 0.2 0.2 -0.2 0.0466
H 3.317 2.334 -0.757 -0.1 0.2 -0.2 0.0929
H -0.869 -2.775 -0.794 -0.2 -0.2 0.1 0.0408
H -4.041 -0.452 1.285 0.1 -0.4 0.2 0.0773
H 2.128 -0.327 -0.110 0.0 -0.2 0.0 0.0732
F -2.725 1.515 1.025 0.0 0.2 0.0 -0.1065
H 4.996 1.352 0.436 0.3 0.1 0.1 0.0521
C -4.417 0.022 0.389 0.3 0.7 0.1 -0.0608
O 0.952 -2.872 0.193 0.2 -0.1 0.0 -0.1846
C 2.881 1.638 -0.044 0.6 -0.2 0.0 -0.2300
```
Forces are in eV/Å.

ΔE to the lowest compared entry with this formula, charge and spin ... 0.478 eV
Net charge ... -1
HOMO level ... -4.702 eV
Frontier orbital gap ... 0.3044 Ha
LUMO energy ... 3.58 eV

Entry 4:
Here is a 2-piece molecular cluster, C7H16BF2NO8S2 overall in a non-equilibrium geometry from the Open Molecules 2025 dataset. Energies are from ωB97M-V/def2-TZVPD.

XYZ file:
```
37
Properties=species:S:1:pos:R:3:forces:R:3:lowdin_charge:R:1
H 2.286 -0.805 -0.386 0.0 0.8 -0.2 0.1495
O 2.961 3.462 -2.165 -1.2 -2.4 2.9 -0.2561
H 3.889 -1.441 1.681 0.4 0.0 -0.3 0.0723
C -0.321 -0.194 0.478 0.2 0.4 -0.3 -0.0436
B 1.619 0.794 -2.230 -1.5 0.3 -2.2 -0.6357
H 4.985 -2.452 0.673 -0.2 0.5 0.3 0.0707
N 2.850 0.991 -1.393 -2.1 1.5 2.0 0.0162
C 4.420 -0.555 -0.289 -0.1 -0.4 0.1 -0.1564
H 1.841 0.393 -4.067 -0.1 0.2 -0.6 0.1059
H 5.625 -1.034 1.530 -0.6 -0.1 -0.3 0.0767
O -4.638 0.035 1.612 0.0 -0.6 0.2 -0.1892
H -5.500 0.334 -0.229 0.0 0.0 0.0 0.1337
F 2.731 0.605 0.967 -0.2 0.4 -0.3 0.0140
H -7.077 -1.222 1.893 0.0 0.0 0.0 0.1344
C -0.210 0.842 -0.714 -1.2 -1.4 1.5 -0.1817
O 4.598 2.674 -0.571 -3.8 -0.8 0.8 -0.2662
H 5.188 0.219 -0.458 -0.6 -0.2 0.1 0.1042
O -5.492 -2.146 0.973 0.6 0.4 -0.1 -0.1867
O -3.067 -1.704 0.809 -0.7 -0.2 0.5 -0.2355
O 1.683 1.217 -3.590 0.5 -1.1 1.9 0.1387
H -1.258 1.066 -1.009 0.8 0.1 -0.2 0.1269
H 4.443 -1.227 -1.175 0.0 0.5 0.4 0.1181
H -7.218 -1.358 0.124 0.2 -0.2 -0.1 0.1362
O 0.434 0.176 -1.820 1.7 1.5 -0.1 0.0546
H 0.168 0.187 1.394 -0.3 -0.2 -0.4 0.0767
H 0.192 -1.125 0.161 -0.3 0.5 0.3 0.0825
H -1.372 -0.466 0.690 0.8 0.3 -0.1 0.0354
O -4.165 -1.916 3.047 0.3 0.2 -0.7 -0.2147
C -6.533 -1.166 0.947 -0.3 0.2 0.4 -0.1687
C 4.743 -1.415 0.979 0.1 0.0 -0.2 -0.0845
C -5.812 0.162 0.804 -0.1 0.0 -0.5 -0.1674
H 0.269 1.792 -0.410 0.0 -0.6 -0.3 0.1063
S -4.184 -1.514 1.679 -0.3 0.0 0.1 0.6412
S 3.175 2.594 -0.985 5.1 3.2 -3.7 0.7661
F 2.187 3.148 0.174 1.0 -1.3 -1.1 -0.1566
C 2.979 0.050 -0.270 2.1 -1.8 0.2 -0.3533
H -6.416 1.000 1.144 0.2 0.0 0.2 0.1360
```
Forces are in eV/Å.

SMILES ... CCOB(O)N([C@H](F)CC)S(=O)(=O)F.O=S1(=O)OCCO1
Net charge ... 0
HOMO level ... -10.784 eV
Frontier orbital gap ... 0.4032 Ha
LUMO energy ... 0.19 eV

Entry 5:
Here is a 2-piece molecular cluster, C7H16Br2Si overall in a non-equilibrium geometry from the Open Molecules 2025 dataset. Energies are from ωB97M-V/def2-TZVPD.

XYZ file:
```
26
Properties=species:S:1:pos:R:3:forces:R:3:lowdin_charge:R:1
Br -1.092 4.034 0.591 0.0 0.3 0.1 0.3425
H -0.620 1.331 1.706 0.5 -0.3 0.4 -0.0624
C 0.907 1.482 -1.475 -1.9 0.1 0.2 -0.0723
C 1.473 -2.757 0.731 4.2 -2.1 -7.5 -0.0307
H -2.105 -0.427 -0.936 -0.6 0.1 0.6 0.0132
C -1.116 -0.197 -1.252 3.6 -1.2 -2.1 -0.1391
H 1.008 -2.662 -0.207 -1.1 0.0 -0.8 0.0241
C 1.651 -2.518 3.243 4.0 0.9 -2.7 -0.1166
H -1.104 1.751 -3.224 1.0 -0.7 -1.9 0.0483
H -1.053 -0.498 -2.340 -0.3 0.3 0.8 0.1012
H 0.927 -2.786 3.907 -1.5 -1.2 2.4 0.0141
H 2.641 -3.211 3.181 -2.5 1.4 0.4 0.1228
H 0.966 2.535 -1.651 0.6 0.8 0.4 0.0716
Br -3.308 1.274 0.869 -1.7 -0.3 0.1 0.4418
H 1.223 1.031 -2.388 0.1 -0.8 -0.6 0.0839
C 0.943 -2.453 1.917 -3.3 2.1 8.5 -0.2547
H 1.435 1.135 -0.652 1.8 -0.4 1.3 0.0562
H -0.007 -1.936 1.979 0.0 0.2 -0.2 0.0909
H -1.288 3.120 -2.192 0.8 0.9 0.2 0.0266
Si -1.289 1.827 0.529 2.1 0.7 -1.0 -0.2560
H -2.529 1.937 -2.257 2.6 -0.2 0.4 0.1315
C -1.311 2.056 -2.256 -4.6 -0.2 1.8 -0.1590
C -0.568 1.247 -1.161 -2.8 0.5 -0.7 -0.7028
H -0.318 -0.874 -0.832 -1.1 0.3 0.2 0.0727
H 2.506 -2.965 0.545 0.7 0.2 0.5 0.0510
H 2.027 -1.476 3.624 -0.4 -1.4 -0.8 0.1016
```
Forces are in eV/Å.

Multiplicity ... 3
Net charge ... 0
HOMO level (spin up / spin down) ... -5.394 / -10.089 eV
Frontier orbital gap (spin up / spin down) ... 0.2207 / 0.2956 Ha
LUMO energy (spin up / spin down) ... 0.61 / -2.05 eV

Entry 6:
Here is a 2-piece molecular cluster, C7H16Br3NO6P2 overall in a non-equilibrium geometry from the Open Molecules 2025 dataset. Energies are from ωB97M-V/def2-TZVPD.

XYZ file:
```
35
Properties=species:S:1:pos:R:3:forces:R:3:lowdin_charge:R:1
C -3.870 -2.641 2.536 0.5 0.1 0.1 -0.0765
H 5.267 1.797 0.000 -0.6 0.2 0.5 0.0872
C 0.035 0.268 -0.220 -0.7 0.3 1.2 -0.1651
H -1.485 1.772 -0.661 0.9 0.3 0.3 0.0937
C 0.496 2.734 -1.130 -2.4 0.2 0.4 -0.6942
N -2.914 -2.421 1.468 -0.3 0.0 -0.3 0.0056
H 4.703 0.931 1.466 -0.4 0.6 -0.5 0.0936
O 3.162 1.819 0.388 -0.7 -0.5 -2.9 -0.2940
H -0.715 -0.292 0.392 0.6 0.4 -0.6 0.0567
C -3.152 -2.348 0.129 0.4 0.0 0.0 -0.5504
H -1.943 -2.304 1.711 0.0 0.0 0.0 0.1362
H 4.750 2.716 1.480 -0.5 -0.4 -0.7 0.1031
C -0.445 1.749 -0.259 0.5 -0.4 -0.3 -0.6547
O -2.229 -2.155 -0.647 -0.1 0.0 0.0 0.0246
O 1.533 2.076 -1.846 1.9 -0.4 1.9 -0.2601
H -4.612 -2.429 -1.419 0.1 0.0 0.1 0.0832
Br -0.609 2.452 1.603 -0.9 -1.6 -0.1 0.5755
H -5.203 -1.728 0.095 -0.1 -0.1 0.0 0.0853
O 3.781 3.476 -1.455 -1.9 -2.7 0.1 -0.3018
Br 0.991 4.267 -0.008 0.9 0.6 -1.6 0.6929
H 0.048 -0.235 -1.208 0.2 0.6 0.6 0.0268
H -3.588 -3.545 3.079 -0.2 0.0 0.1 0.0832
H -3.835 -1.791 3.219 -0.2 -0.1 0.1 0.0843
H -4.882 -2.753 2.158 0.1 0.0 -0.1 0.0722
H -0.188 3.159 -1.904 0.9 -0.3 0.5 0.1110
O 4.020 1.065 -2.170 -3.9 -0.8 2.3 -0.4750
C -4.576 -2.511 -0.335 0.0 0.0 -0.1 -0.0111
C 4.528 1.835 0.833 1.3 -0.5 0.8 -0.1261
O 2.990 -0.941 -0.571 0.2 1.1 -1.8 -0.3664
P 3.066 2.153 -1.250 3.4 4.1 0.0 0.5031
Br 1.655 -0.782 -3.428 0.5 0.4 0.7 0.2890
H -4.954 -3.493 -0.047 -0.1 0.1 0.1 0.0850
P 3.539 -0.565 -2.140 1.0 -1.1 0.1 0.5807
H 0.990 0.214 0.345 -0.4 -0.1 -0.7 0.0582
H 3.648 -1.545 -0.204 0.0 0.0 0.0 0.0444
```
Forces are in eV/Å.

Net charge ... 0
HOMO level ... -8.936 eV
Frontier orbital gap ... 0.3390 Ha
LUMO energy ... 0.29 eV

Entry 7:
Here is an isolated ion of composition C7H16FN2 and charge +1 in a non-equilibrium geometry from the Open Molecules 2025 dataset. Energies are from ωB97M-V/def2-TZVPD.

XYZ file:
```
26
Properties=species:S:1:pos:R:3:forces:R:3:lowdin_charge:R:1
N 2.486 0.013 -0.530 2.9 1.0 -0.4 -0.0016
C 0.682 -0.115 1.177 1.4 -1.0 -2.7 0.1180
C 0.175 1.497 -0.664 0.7 -2.1 -2.8 0.0485
H -2.536 1.063 0.174 -0.3 2.5 -0.5 0.0702
H 1.086 0.792 1.487 0.6 1.3 1.0 0.1126
N 0.064 0.082 -0.183 -0.6 1.2 0.0 -0.1213
C -1.266 -0.523 -0.506 0.5 -1.7 2.5 -0.0922
H 0.377 -0.803 1.905 -1.2 -0.9 0.5 0.1376
H 4.454 0.538 -0.323 0.3 -0.1 0.2 0.0803
C 3.708 0.144 0.357 -0.6 1.5 1.2 -0.0412
H 0.980 2.003 -0.256 1.8 0.6 0.7 0.0828
H 3.676 0.899 1.259 -0.6 -1.1 -1.9 0.1209
H -1.122 -1.593 -0.224 -0.3 0.6 -0.4 0.1497
H -4.207 -0.550 -1.048 1.4 -0.1 1.2 0.1221
C -3.711 -0.729 -0.023 -0.1 3.2 -2.6 -0.0728
C -2.421 0.056 0.338 -0.4 -2.5 0.2 -0.1882
H -4.488 -0.461 0.621 -1.1 0.2 1.4 0.0591
C 1.387 -0.611 -0.065 0.6 -2.4 -0.8 -0.3812
H -3.469 -1.707 0.043 0.3 -3.3 0.3 0.0332
H 0.207 1.525 -1.783 0.4 -0.4 0.9 0.1453
H 2.891 -0.187 -1.493 -1.7 0.0 1.6 0.1830
F 1.416 -2.015 -0.526 -1.3 2.6 1.5 0.0253
H -2.337 -0.086 1.448 0.6 0.0 -1.0 0.1368
H -0.653 2.028 -0.451 -3.1 1.4 1.2 0.0606
H -1.407 -0.481 -1.555 -0.2 0.3 -1.0 0.1327
H 4.026 -0.780 0.822 0.0 -0.4 -0.3 0.0802
```
Forces are in eV/Å.

ΔE to the lowest compared entry with this formula, charge and spin ... 2.398 eV
SMILES ... CCC[N@@+]1(C)C[C@]1(F)NC
Net charge ... +1
HOMO level ... -14.157 eV
Frontier orbital gap ... 0.4274 Ha
LUMO energy ... -2.53 eV

Entry 8:
Here is a 2-piece molecular cluster, C7H16FO5P overall in a non-equilibrium geometry from the Open Molecules 2025 dataset. Energies are from ωB97M-V/def2-TZVPD.

XYZ file:
```
30
Properties=species:S:1:pos:R:3:forces:R:3:lowdin_charge:R:1
H 4.223 0.891 -1.118 0.0 1.1 1.2 0.1118
H -1.482 -0.176 -4.148 -0.4 -0.3 -0.6 0.0853
H 2.808 1.026 1.381 0.3 -0.3 0.4 0.1258
O -0.252 -2.008 -0.412 -1.1 1.3 0.1 -0.2484
H -3.413 0.089 -2.536 -0.5 0.5 0.2 0.1088
H -0.587 -0.621 -2.749 1.9 -1.0 0.1 0.0470
H -0.721 1.625 0.944 2.4 -2.2 -2.5 0.2363
H -1.713 -2.631 1.865 -0.3 -0.2 -1.3 0.0966
H -2.890 -1.533 -2.434 0.6 0.1 -0.6 0.1261
H -2.410 -1.361 2.821 0.4 -0.5 0.7 0.1193
O 1.285 0.370 0.247 0.6 -0.4 0.3 -0.0669
C -1.505 -1.676 2.296 -0.5 0.4 1.2 -0.2575
C 2.100 1.431 0.683 0.1 1.5 0.6 -0.1860
C -2.552 -0.500 -2.273 -1.4 -0.8 -0.6 -0.2715
H 0.594 -1.300 2.479 -1.5 -1.3 2.2 0.1211
H 0.073 -2.996 3.124 -0.4 1.5 0.0 0.0894
H -1.133 0.960 -2.927 0.1 1.7 0.4 0.0539
C -0.223 -1.893 3.133 1.0 0.2 -1.8 -0.0630
O 4.225 1.585 -0.402 -0.1 -1.0 -1.8 -0.1062
P -0.982 -0.749 -0.090 -0.7 -0.4 -1.2 0.5871
H 2.402 2.108 -1.331 0.4 1.1 0.4 0.1220
H 1.442 2.143 1.205 0.1 -0.1 0.0 0.1169
O -2.419 -0.428 -0.858 2.4 0.3 1.4 -0.1960
H 3.171 3.193 0.178 -0.9 -1.1 -1.7 0.1540
F 0.151 1.638 -1.103 -0.3 0.9 -1.9 0.0404
C 2.920 2.199 -0.359 1.0 -0.5 1.6 -0.1996
C 0.079 0.776 -0.106 -3.3 1.3 3.2 -0.4911
O -1.420 -0.531 1.404 0.2 -1.2 0.0 -0.2535
C -1.381 -0.041 -3.093 -0.7 -0.8 0.4 -0.0669
H -0.391 -1.589 4.178 0.6 0.3 -0.5 0.0648
```
Forces are in eV/Å.

ΔE to the lowest compared entry with this formula, charge and spin ... 2.336 eV
Net charge ... 0
HOMO level ... -9.946 eV
Frontier orbital gap ... 0.3953 Ha
LUMO energy ... 0.81 eV

Entry 9:
Here is an isolated ion of composition C7H16N and charge +1 in a non-equilibrium geometry from the Open Molecules 2025 dataset. Energies are from ωB97M-V/def2-TZVPD.

XYZ file:
```
24
Properties=species:S:1:pos:R:3:forces:R:3:lowdin_charge:R:1
N 0.426 -1.342 1.006 1.0 -1.1 0.2 0.1971
H -3.370 -0.642 -0.565 -2.0 0.6 -1.3 0.0472
H 0.174 -0.985 1.966 -0.6 -0.2 -1.5 0.1936
H 0.195 2.499 1.006 0.9 1.6 3.3 0.0253
H 0.959 2.509 -0.598 -2.6 -0.2 1.3 0.1378
H -0.200 -0.717 -1.963 -1.5 0.1 -0.4 0.0521
C -1.697 0.480 0.111 -0.1 0.8 -0.1 -0.1013
H 1.085 -1.932 -1.558 -0.5 2.3 0.1 0.1377
H -2.284 1.389 0.206 -0.6 -0.3 -0.1 0.1060
H -2.823 -1.172 0.927 -0.4 -0.9 1.6 0.0555
H 2.751 -0.711 0.557 -0.5 1.4 -0.1 0.1134
C -2.527 -0.803 -0.001 4.8 -0.9 -1.8 -0.0513
C 0.766 -0.250 -0.022 -2.3 1.3 -0.8 -0.5073
C 2.089 0.212 0.430 2.0 0.8 1.3 -0.0668
H 1.337 -1.886 1.263 -2.0 0.6 -1.2 0.1970
C -0.407 0.859 0.059 0.0 -2.2 -0.4 -0.2507
H -1.926 -1.627 -0.653 -1.3 1.5 1.7 0.1213
H -0.294 -1.901 0.472 0.6 0.1 1.7 0.1475
C 0.727 -0.804 -1.487 3.0 -1.8 1.1 -0.0028
H 2.606 0.906 -0.287 -0.6 -0.7 0.8 0.1113
C -0.051 2.325 0.046 0.3 0.2 -4.7 -0.0458
H 1.957 0.740 1.456 0.6 -0.8 -1.6 0.1350
H 1.451 -0.166 -2.044 -0.5 -0.7 0.2 0.1063
H -0.943 3.018 -0.327 2.1 -1.6 0.8 0.1418
```
Forces are in eV/Å.

ΔE to the lowest compared entry with this formula, charge and spin ... 2.307 eV
SMILES ... C/C=C(/C)C(C)(C)[NH3+]
Net charge ... +1
HOMO level ... -13.190 eV
Frontier orbital gap ... 0.3620 Ha
LUMO energy ... -3.34 eV